Formula: C22H38BN4O18V
Source: the OMol25 dataset
Level of theory: ωB97M-V with the def2-TZVPD basis set

orbital gap	2.56	eV
energy	-3403.0409	Ha
net charge	-2
LUMO	-0.046	hartree
highest occupied orbital energy	-0.1401	Ha

The geometry in XYZ format:
```
84
Properties=species:S:1:pos:R:3:forces:R:3:mulliken_charge:R:1
O -2.617 2.171 2.311 0.2 1.3 0.6 -0.552
V -2.225 3.581 2.879 -1.2 -0.3 1.6 1.811
O -3.106 3.883 4.173 1.3 -0.7 -2.3 -0.518
N -2.695 7.395 -1.236 1.6 0.7 -1.9 1.075
O -3.042 6.530 -0.470 -2.7 -2.1 2.4 -0.669
O -1.514 7.502 -1.438 4.3 0.3 -0.1 -0.630
O -3.401 8.118 -1.909 -3.2 0.8 -0.2 -0.637
N 2.200 1.425 5.704 1.2 -4.5 1.7 0.989
O 2.199 1.665 6.910 0.1 1.4 0.6 -0.622
O 2.887 0.461 5.287 1.5 -0.1 -0.1 -0.630
O 1.407 1.844 4.924 -3.1 3.3 -2.5 -0.617
O -0.476 8.822 4.917 0.7 2.9 2.3 -0.670
C -0.409 9.798 5.704 -1.5 -2.3 -4.8 0.634
O -0.443 9.762 6.971 0.5 0.4 2.0 -0.433
B -0.679 11.143 7.447 0.0 -0.1 2.1 1.022
O -0.581 12.051 6.350 -0.1 0.1 -0.9 -0.485
C -0.578 11.318 5.256 0.7 -0.8 -2.3 0.551
O -0.647 11.682 4.103 0.0 -0.1 1.5 -0.594
O 0.254 11.568 8.514 0.3 0.1 0.6 -0.469
C -0.405 12.000 9.572 1.0 1.5 2.0 0.616
O 0.064 12.540 10.585 -0.9 -1.4 -2.5 -0.641
C -1.919 11.763 9.350 0.1 -1.4 -0.9 0.552
O -1.985 11.181 8.085 -1.4 1.2 2.4 -0.504
O -2.782 11.926 10.178 0.7 -0.2 -1.6 -0.578
C -1.751 -4.760 1.911 -0.3 1.0 1.4 -1.905
C -0.972 -6.074 1.979 0.3 -0.4 -2.6 1.667
C -1.211 -6.667 0.586 -0.5 -0.7 -0.9 -1.310
C -0.279 -7.790 0.215 -1.4 -0.3 0.8 -0.736
C 1.139 -7.294 0.213 -0.4 -0.7 -0.1 -0.950
C 1.566 -6.684 1.548 -0.2 -1.1 -0.1 1.342
N 0.480 -5.799 1.985 -0.1 0.3 -1.1 0.355
O 0.892 -5.061 3.076 0.0 0.5 1.1 -0.478
C 1.917 -7.813 2.530 -0.7 0.0 0.4 -1.744
C 2.870 -5.901 1.321 -0.8 0.9 0.4 -1.944
C -1.452 -7.051 3.040 0.5 0.3 0.7 -1.715
H -1.949 -4.372 2.910 0.4 0.2 0.3 0.414
H -2.758 -4.757 1.495 0.0 -0.9 -0.3 0.369
H -1.245 -3.973 1.353 0.4 -0.2 0.0 0.400
H -2.243 -7.018 0.557 -0.2 0.0 0.0 0.530
H -1.098 -5.982 -0.254 -0.2 0.8 0.4 0.363
H -0.612 -8.288 -0.696 0.3 0.4 -0.5 0.367
H -0.491 -8.589 0.925 0.7 -0.2 0.4 0.339
H 1.268 -6.498 -0.519 0.0 -0.3 -0.4 0.367
H 1.651 -8.221 -0.047 1.2 0.5 0.0 0.391
H 1.989 -7.465 3.560 0.6 0.4 -0.1 0.366
H 1.119 -8.550 2.627 0.0 -0.3 -0.5 0.338
H 2.832 -8.278 2.163 0.0 -0.2 0.4 0.449
H 3.150 -5.445 2.271 0.6 -0.4 0.0 0.445
H 3.633 -6.535 0.870 0.0 0.0 0.3 0.396
H 2.720 -5.032 0.680 -0.2 -0.1 -0.4 0.436
H -1.128 -6.607 3.981 -0.3 -0.2 0.3 0.402
H -0.976 -8.029 2.973 0.2 0.1 -0.2 0.322
H -2.523 -7.251 3.051 -0.1 0.4 -0.1 0.378
H 1.033 -4.193 2.692 0.1 0.3 0.3 0.346
C 2.676 -0.126 -4.254 -1.4 1.4 0.8 -1.926
C 1.168 -0.052 -4.738 0.2 -1.4 0.7 1.457
C 0.425 1.204 -4.185 1.7 1.4 -1.4 -1.191
C -0.866 1.582 -4.901 -0.5 -2.0 0.8 -0.804
C -0.735 1.517 -6.427 0.3 -0.2 1.5 -1.183
C -0.026 0.245 -6.985 0.2 0.3 -0.2 1.681
N 1.176 -0.060 -6.190 -1.4 2.9 0.3 0.435
O 1.994 -1.008 -6.769 0.4 -0.6 -0.1 -0.490
C -0.970 -0.936 -7.146 -1.4 -0.1 0.2 -1.833
C 0.418 0.684 -8.357 1.1 1.0 -1.3 -2.056
C 0.479 -1.302 -4.198 -0.8 -0.4 0.7 -1.758
H 3.177 0.780 -4.594 0.4 -0.2 -0.5 0.474
H 3.240 -1.049 -4.391 -0.3 0.1 -0.5 0.367
H 2.640 0.040 -3.177 0.0 -0.2 0.2 0.450
H 0.367 1.185 -3.096 -0.2 -0.2 -0.1 0.464
H 1.044 2.064 -4.444 0.8 0.1 0.3 0.361
H -1.300 2.529 -4.582 0.4 0.1 0.0 0.445
H -1.533 0.833 -4.473 -0.9 -0.2 -0.7 0.331
H -0.135 2.393 -6.675 0.1 0.0 -0.4 0.413
H -1.740 1.661 -6.821 0.1 -0.2 -0.5 0.402
H -0.543 -1.937 -7.199 0.4 0.2 0.1 0.297
H -1.725 -0.929 -6.359 0.1 -0.2 0.4 0.383
H -1.585 -0.814 -8.037 0.2 0.1 -0.3 0.470
H -0.345 1.211 -8.930 -0.7 -0.7 -0.1 0.434
H 1.125 1.513 -8.326 0.5 0.0 0.7 0.510
H 0.936 -0.054 -8.969 -0.4 -0.4 0.0 0.374
H 0.457 -1.350 -3.109 0.9 0.0 0.2 0.447
H 0.933 -2.199 -4.620 -0.1 -0.1 0.1 0.359
H -0.602 -1.329 -4.338 -0.1 0.1 -0.9 0.332
H 2.771 -0.454 -6.872 0.5 -0.5 -0.4 0.356
```
Positions in Å, forces in eV/Å.

Formula: C22H38Cl2F2O21
Source: the OMol25 dataset
Level of theory: ωB97M-V with the def2-TZVPD basis set

orbital gap	10.77	eV
energy	-3561.2921	Ha
net charge	0
LUMO	0.011	hartree
SMILES	O=C1OC[C@@H](F)O1.O=C1OC[C@@H](F)O1.COC(=O)OC.COC(=O)OC.COC(=O)OC.COC(=O)OC.COC(=O)OC.ClCCl
highest occupied orbital energy	-0.3853	Ha

The geometry in XYZ format:
```
85
Properties=species:S:1:pos:R:3:forces:R:3:mulliken_charge:R:1
O -6.291 2.708 -0.187 -0.1 0.3 0.1 -0.509
C -5.640 1.775 -0.492 -0.2 -0.7 -0.1 0.523
O -6.140 0.489 -0.595 0.2 0.3 -0.1 -0.359
C -5.167 -0.236 -1.325 0.9 -0.4 -0.3 -0.455
C -3.879 0.424 -0.872 -0.4 0.5 -0.3 0.493
F -2.908 0.308 -1.803 0.1 0.2 -0.1 -0.262
O -4.319 1.783 -0.785 0.2 -0.2 0.2 -0.204
H -5.141 -1.315 -1.182 -0.5 0.1 0.5 0.291
H -5.273 -0.051 -2.399 0.0 0.1 0.0 0.325
H -3.468 0.118 0.090 -0.1 -0.1 0.0 0.160
O -2.439 -3.269 4.307 -0.3 0.1 0.0 -0.544
C -1.326 -3.044 4.643 0.3 -0.1 0.0 0.704
O -0.864 -1.877 5.109 0.3 -0.1 -0.3 -0.336
C 0.535 -2.010 5.446 -0.9 0.0 0.4 -0.316
C 0.882 -3.439 5.050 0.2 0.2 -0.5 0.747
F 1.342 -4.147 6.124 -0.3 -0.1 0.0 -0.324
O -0.324 -3.968 4.572 0.1 0.0 0.2 -0.309
H 1.115 -1.266 4.910 0.0 0.1 0.1 0.172
H 0.540 -1.877 6.526 0.6 0.0 0.0 0.278
H 1.625 -3.526 4.258 0.0 0.0 0.0 -0.093
C -0.857 4.311 -1.439 0.4 1.0 -0.4 -0.508
O -1.609 3.457 -0.610 -0.5 -0.6 0.0 -0.255
C -1.265 3.404 0.672 0.3 0.3 -0.1 0.778
O -0.440 4.088 1.214 0.0 0.0 0.0 -0.596
O -1.984 2.441 1.247 -0.2 -0.4 -0.2 -0.230
C -1.672 2.153 2.602 -0.8 -0.2 0.7 -0.756
H 0.212 4.114 -1.369 -0.1 0.0 0.1 0.074
H -1.068 5.360 -1.208 0.1 -0.1 0.2 0.370
H -1.158 4.165 -2.473 -0.2 -0.4 0.1 0.257
H -2.147 1.198 2.834 0.3 -0.2 -0.3 0.204
H -2.182 2.838 3.284 0.4 0.4 -0.2 0.350
H -0.605 2.096 2.769 0.0 0.2 0.1 0.310
C 3.633 -2.307 1.226 0.1 0.9 -0.2 -0.319
O 3.569 -3.554 0.548 -0.1 0.0 -0.2 -0.408
C 2.429 -4.230 0.702 0.3 0.0 0.3 0.783
O 1.659 -4.094 1.621 -0.2 0.1 -0.1 -0.395
O 2.314 -5.092 -0.294 0.3 -0.1 -0.2 -0.341
C 1.284 -6.067 -0.139 -0.1 -0.3 0.5 -0.413
H 3.369 -2.355 2.279 0.0 -0.3 0.0 0.213
H 2.990 -1.577 0.723 -0.2 -0.2 0.1 0.058
H 4.638 -1.914 1.100 0.1 -0.3 0.1 0.316
H 1.397 -6.794 -0.934 0.0 0.2 -0.2 0.241
H 0.307 -5.597 -0.146 -0.1 0.0 -0.1 0.034
H 1.414 -6.587 0.812 -0.1 0.1 0.0 0.299
C 3.421 1.951 1.278 -1.2 -0.5 1.7 -0.425
O 3.922 2.947 0.435 0.7 -0.1 -0.8 -0.389
C 3.366 4.157 0.558 -0.1 0.1 0.1 0.877
O 2.658 4.516 1.453 -0.2 0.2 0.1 -0.539
O 3.749 4.889 -0.484 0.3 -0.4 -0.4 -0.359
C 3.081 6.121 -0.697 -0.6 0.1 0.1 -0.491
H 3.046 2.404 2.201 0.0 0.0 -0.1 0.366
H 4.138 1.198 1.602 0.6 0.3 -0.6 0.286
H 2.569 1.427 0.843 0.2 0.2 -0.3 -0.049
H 3.468 6.517 -1.631 0.3 0.1 0.1 0.234
H 3.217 6.794 0.148 0.1 0.1 -0.1 0.299
H 2.007 5.973 -0.841 0.1 -0.2 0.2 0.154
C -2.640 -3.788 -3.180 0.0 0.2 -0.2 -0.660
O -2.751 -4.360 -1.876 0.1 -0.4 0.0 -0.379
C -2.203 -3.701 -0.860 -0.3 -0.2 0.1 0.727
O -1.724 -2.600 -0.912 0.2 0.5 0.0 -0.436
O -2.290 -4.463 0.222 -0.3 -0.4 -0.3 -0.371
C -1.989 -3.858 1.470 -0.4 0.1 0.9 -0.617
H -2.193 -4.517 -3.853 0.0 -0.1 0.2 0.260
H -2.026 -2.891 -3.156 -0.1 0.0 0.0 0.295
H -3.642 -3.565 -3.542 0.0 0.1 0.1 0.261
H -2.845 -3.300 1.864 0.1 0.3 -0.5 0.493
H -1.093 -3.251 1.395 0.1 0.0 0.1 0.085
H -1.882 -4.641 2.219 0.4 -0.2 -0.4 0.283
C 2.263 4.872 -5.143 0.3 -0.4 -0.1 -0.582
O 1.939 3.524 -5.519 0.3 0.0 -0.2 -0.384
C 1.586 2.716 -4.530 -0.3 0.3 0.5 0.668
O 1.267 3.066 -3.417 0.3 -0.2 -0.2 -0.405
O 1.607 1.467 -4.974 0.4 -0.2 -0.1 -0.377
C 1.238 0.493 -4.006 -1.2 -0.2 0.3 -0.364
H 1.500 5.273 -4.485 0.0 0.2 -0.1 0.245
H 2.379 5.390 -6.089 -0.3 0.2 0.1 0.225
H 3.238 4.877 -4.652 -0.1 0.0 0.2 0.294
H 0.268 0.771 -3.588 0.1 0.0 0.1 0.134
H 1.934 0.384 -3.180 0.3 0.2 -0.2 0.241
H 1.090 -0.451 -4.523 0.3 0.0 -0.2 0.281
Cl 0.721 -0.286 2.171 -0.1 -0.2 0.2 -0.052
C 0.134 -0.833 0.577 0.9 0.9 -0.1 0.006
Cl 0.634 0.354 -0.662 -0.4 -0.1 0.1 0.066
H 0.687 -1.727 0.338 -0.5 -0.4 0.1 -0.016
H -0.940 -0.885 0.610 -0.1 -0.3 -0.1 0.066
```
Positions in Å, forces in eV/Å.

Formula: C22H38F12O11Si2
Source: the OMol25 dataset
Level of theory: ωB97M-V with the def2-TZVPD basis set

orbital gap	10.45	eV
energy	-3466.2340	Ha
net charge	0
LUMO	0.016	hartree
highest occupied orbital energy	-0.3680	Ha

The geometry in XYZ format:
```
85
Properties=species:S:1:pos:R:3:forces:R:3:mulliken_charge:R:1
O 2.097 -0.716 -1.421 0.0 0.1 0.0 -0.421
C 1.197 -0.492 -2.506 0.0 0.0 0.1 -0.626
C 1.158 0.970 -2.969 0.0 0.0 0.0 -0.476
C -0.242 1.454 -3.393 0.0 0.0 -0.1 -0.790
C -0.896 2.463 -2.417 -0.1 -0.3 -0.1 -0.423
Si -2.601 1.984 -1.829 0.0 -0.1 0.1 0.202
O -3.733 2.686 -2.802 0.0 -0.2 0.1 -0.007
Si -5.327 2.257 -2.982 0.0 0.1 0.0 0.252
C -5.406 0.659 -3.976 0.0 -0.1 -0.1 -0.729
C -5.917 -0.626 -3.317 0.1 0.0 0.0 -0.247
O -6.296 -0.363 -1.970 -0.1 -0.1 0.0 -0.522
H 1.848 -0.119 -0.707 0.0 0.0 0.0 0.229
H 0.188 -0.823 -2.234 0.0 0.0 0.1 0.316
H 1.560 -1.148 -3.297 -0.1 0.0 0.0 0.295
H 1.531 1.586 -2.145 0.0 0.0 0.0 0.307
H 1.866 1.114 -3.785 0.0 0.0 0.0 0.311
H -0.883 0.575 -3.515 0.0 0.0 -0.1 0.452
H -0.180 1.911 -4.381 0.0 0.0 0.0 0.387
H -1.019 3.427 -2.914 0.1 0.1 0.1 0.175
H -0.257 2.618 -1.545 0.0 0.1 0.0 0.454
H -2.842 2.377 -0.418 0.0 0.1 -0.1 -0.179
H -2.762 0.504 -1.912 0.0 0.0 0.0 -0.166
H -5.937 2.204 -1.641 0.0 0.0 0.0 -0.119
H -5.969 3.332 -3.768 0.0 0.0 0.0 -0.191
H -5.993 0.878 -4.871 0.0 0.0 0.0 0.422
H -4.381 0.507 -4.328 0.0 0.0 0.0 0.298
H -5.135 -1.391 -3.336 0.0 0.0 0.0 0.217
H -6.772 -1.024 -3.871 0.0 0.0 0.0 0.357
H -6.693 -1.167 -1.614 0.1 0.0 0.0 0.212
C 0.712 9.486 0.221 0.0 0.0 0.0 -1.095
C 1.495 8.248 0.588 0.0 0.0 0.0 -0.226
O 1.090 7.117 -0.228 0.0 0.0 0.0 -0.299
C 1.628 7.048 -1.432 0.0 -0.1 -0.1 0.147
O 2.414 7.798 -1.931 0.0 0.0 0.1 -0.520
C 1.123 5.775 -2.156 0.0 0.0 0.1 1.152
F -0.197 5.622 -2.025 0.0 0.1 0.0 -0.275
F 1.722 4.694 -1.630 0.0 0.0 0.0 -0.273
F 1.414 5.827 -3.449 0.0 0.0 0.0 -0.264
H -0.358 9.304 0.313 0.0 0.0 0.0 0.305
H 0.984 10.297 0.898 0.0 0.0 0.0 0.375
H 0.934 9.800 -0.797 0.0 0.0 0.0 0.318
H 1.292 7.922 1.604 0.0 0.0 0.0 0.306
H 2.567 8.393 0.463 0.0 0.0 0.0 0.331
C -4.760 -5.445 0.680 0.0 0.0 0.0 -1.072
C -5.611 -6.042 -0.416 0.0 0.0 0.0 -0.223
O -6.978 -5.552 -0.338 0.0 0.0 0.0 -0.346
C -7.200 -4.366 -0.865 -0.1 0.1 0.0 0.395
O -6.414 -3.645 -1.410 0.0 0.0 0.0 -0.506
C -8.697 -3.991 -0.733 0.1 0.0 0.0 0.900
F -9.165 -4.245 0.489 0.0 0.0 0.1 -0.254
F -9.416 -4.695 -1.615 0.0 0.0 0.0 -0.267
F -8.866 -2.698 -0.990 0.0 0.1 0.0 -0.219
H -5.193 -5.654 1.658 0.0 0.0 0.0 0.308
H -3.764 -5.886 0.641 0.0 0.0 0.0 0.367
H -4.663 -4.368 0.556 0.0 0.0 0.0 0.306
H -5.715 -7.118 -0.314 0.0 0.0 0.0 0.314
H -5.221 -5.810 -1.406 0.0 0.0 0.0 0.312
C 4.732 0.185 0.656 0.0 0.1 0.0 -1.131
C 3.986 -0.675 1.647 -0.1 -0.1 -0.1 -0.311
O 4.512 -0.505 2.991 0.0 0.0 0.0 -0.160
C 4.082 0.553 3.653 0.1 0.0 0.1 0.260
O 3.303 1.385 3.291 0.0 0.0 0.0 -0.538
C 4.715 0.568 5.067 0.0 -0.1 -0.1 0.916
F 6.025 0.309 5.021 0.0 0.0 0.0 -0.243
F 4.133 -0.378 5.822 0.0 0.0 0.1 -0.255
F 4.538 1.742 5.654 0.0 0.1 0.0 -0.247
H 5.799 -0.039 0.683 0.0 0.0 0.0 0.328
H 4.357 -0.021 -0.347 0.0 0.0 0.0 0.407
H 4.591 1.244 0.870 0.0 0.0 0.0 0.313
H 4.117 -1.734 1.438 0.0 0.0 0.0 0.352
H 2.921 -0.449 1.669 0.0 0.0 0.0 0.329
C 5.873 -3.021 5.191 0.0 0.0 0.0 -0.914
C 6.396 -4.436 5.225 0.0 0.0 0.0 -0.425
O 5.620 -5.292 4.343 0.0 0.0 0.0 -0.321
C 5.922 -5.227 3.060 -0.1 0.0 -0.1 0.393
O 6.763 -4.558 2.534 0.0 0.0 0.1 -0.518
C 5.025 -6.204 2.260 0.1 0.0 0.1 0.880
F 3.745 -6.116 2.633 0.0 0.0 0.0 -0.249
F 5.432 -7.464 2.468 0.0 0.0 0.0 -0.263
F 5.102 -5.947 0.961 0.0 0.0 -0.1 -0.235
H 4.814 -2.995 5.449 0.0 0.0 0.0 0.311
H 6.416 -2.411 5.913 0.0 0.0 0.0 0.404
H 6.006 -2.578 4.205 0.0 0.0 0.0 0.267
H 6.279 -4.895 6.204 0.0 0.0 0.0 0.333
H 7.442 -4.490 4.926 0.0 0.0 0.0 0.332
```
Positions in Å, forces in eV/Å.